No. 1
{
  "formula": "C48H57ClHgN7O3SbSi",
  "method": "the ωB97M-V functional and the def2-TZVPD basis",
  "e_above_lowest_kcal_mol": 77.3,
  "spin_multiplicity": 2,
  "lumo_energy_ev": [2.246, 2.246],
  "charge": -1,
  "gap_ev": [5.137, 5.438],
  "elements": ["Hg", "O", "C", "C", "C", "C", "C", "C", "C", "O", "N", "N", "C", "C", "C", "C", "C", "C", "N", "H", "H", "H", "H", "H", "H", "H", "H", "H", "H", "C", "Si", "C", "C", "N", "C", "C", "C", "C", "C", "C", "O", "C", "C", "C", "C", "C", "C", "H", "H", "H", "H", "H", "H", "H", "H", "H", "H", "H", "H", "H", "H", "H", "H", "H", "H", "C", "C", "C", "Sb", "C", "C", "C", "C", "C", "C", "H", "H", "H", "H", "H", "H", "H", "H", "H", "H", "H", "H", "H", "H", "H", "H", "H", "H", "H", "H", "H", "Cl", "C", "C", "C", "C", "N", "C", "H", "H", "H", "H", "N", "C", "C", "C", "C", "C", "N", "C", "H", "H", "H", "H"],
  "positions_angstrom": [[-0.506, 0.208, -0.602], [4.819, 1.494, -0.803], [4.757, 1.875, -2.100], [5.908, 2.327, -2.711], [5.909, 2.713, -4.052], [4.729, 2.639, -4.783], [3.566, 2.185, -4.194], [3.524, 1.786, -2.829], [2.377, 1.300, -2.163], [2.287, 1.043, -0.913], [1.179, 1.017, -2.989], [-0.131, 1.375, -2.373], [-1.166, 1.141, -3.307], [-2.141, 0.176, -3.156], [-3.221, 0.006, -4.096], [-4.141, -0.976, -3.918], [-4.044, -1.847, -2.803], [-3.011, -1.627, -1.924], [-2.104, -0.658, -2.049], [3.895, 1.247, -0.553], [6.814, 2.364, -2.119], [6.825, 3.059, -4.513], [4.720, 2.941, -5.824], [2.669, 2.150, -4.803], [-1.178, 1.775, -4.199], [-3.269, 0.679, -4.944], [-4.950, -1.107, -4.629], [-4.755, -2.646, -2.642], [-2.882, -2.276, -1.057], [1.324, -3.272, -3.453], [1.587, -1.840, -2.214], [1.251, -0.405, -3.464], [3.449, -1.876, -1.840], [0.612, -1.761, -0.819], [0.418, -2.790, 0.056], [0.849, -4.111, -0.195], [0.696, -5.137, 0.719], [0.154, -4.888, 1.970], [-0.271, -3.600, 2.263], [-0.204, -2.592, 1.316], [-0.640, -1.299, 1.605], [-1.628, -1.053, 2.518], [-1.538, 0.156, 3.200], [-2.493, 0.494, 4.144], [-3.550, -0.364, 4.413], [-3.665, -1.544, 3.693], [-2.718, -1.890, 2.743], [1.552, -2.941, -4.469], [0.290, -3.627, -3.448], [1.971, -4.125, -3.236], [2.035, -0.448, -4.226], [1.247, 1.618, -3.809], [0.290, -0.598, -3.953], [4.042, -1.810, -2.755], [3.710, -2.812, -1.336], [3.746, -1.055, -1.186], [1.315, -4.314, -1.151], [1.022, -6.137, 0.458], [0.062, -5.673, 2.710], [-0.664, -3.379, 3.247], [-0.711, 0.814, 2.957], [-2.405, 1.433, 4.677], [-4.286, -0.108, 5.165], [-4.505, -2.204, 3.866], [-2.820, -2.804, 2.173], [0.836, 5.670, 2.902], [-0.021, 4.533, 2.353], [-0.813, 3.876, 3.481], [0.984, 2.949, 1.124], [1.319, 4.316, -0.602], [-0.030, 4.564, -1.273], [2.031, 5.648, -0.395], [2.951, 2.837, 2.143], [3.974, 3.907, 1.794], [2.752, 2.743, 3.655], [0.197, 6.478, 3.282], [1.495, 6.093, 2.146], [1.452, 5.331, 3.734], [-0.733, 4.963, 1.638], [-0.138, 3.454, 4.231], [-1.450, 3.070, 3.111], [-1.453, 4.609, 3.988], [1.931, 3.701, -1.262], [-0.685, 5.158, -0.625], [-0.525, 3.627, -1.527], [0.114, 5.129, -2.201], [1.397, 6.355, 0.144], [2.250, 6.088, -1.375], [2.977, 5.547, 0.130], [3.328, 1.877, 1.788], [3.607, 4.906, 2.034], [4.246, 3.864, 0.740], [4.889, 3.743, 2.375], [2.577, 3.724, 4.095], [3.645, 2.318, 4.126], [1.908, 2.102, 3.905], [-6.368, 0.187, 1.516], [-4.961, 1.138, 1.190], [-4.923, 2.471, 1.564], [-3.789, 3.194, 1.231], [-2.750, 2.552, 0.582], [-2.778, 1.261, 0.261], [-3.878, 0.568, 0.544], [-5.760, 2.925, 2.075], [-3.710, 4.244, 1.480], [-1.855, 3.089, 0.289], [-3.904, -0.463, 0.217], [2.450, -2.097, 7.036], [2.414, -1.868, 5.909], [2.387, -1.541, 4.524], [3.269, -2.120, 3.607], [3.202, -1.715, 2.290], [2.269, -0.753, 1.924], [1.438, -0.182, 2.795], [1.493, -0.573, 4.056], [3.977, -2.867, 3.939], [3.862, -2.136, 1.544], [2.165, -0.437, 0.890], [0.801, -0.109, 4.753]]
}


No. 2
{
  "formula": "C22H24FeN2O2",
  "method": "the ωB97M-V functional and the def2-TZVPD basis",
  "e_above_lowest_kcal_mol": 0.0,
  "spin_multiplicity": 5,
  "lumo_energy_ev": [5.069, 4.993],
  "charge": -2,
  "gap_ev": [1.945, 6.096],
  "elements": ["C", "C", "C", "C", "C", "Fe", "N", "C", "C", "H", "H", "H", "H", "H", "H", "H", "H", "H", "H", "C", "C", "C", "C", "C", "C", "N", "C", "C", "C", "C", "C", "C", "C", "O", "O", "C", "C", "H", "H", "H", "H", "H", "H", "H", "H", "H", "H", "H", "H", "H", "H"],
  "positions_angstrom": [[-0.844, 0.251, -2.718], [-1.569, -0.971, -2.543], [-0.634, -1.995, -2.137], [0.682, -1.376, -2.060], [0.543, 0.003, -2.420], [-0.700, -0.436, -0.643], [-0.662, 1.280, 1.282], [-1.217, 1.608, 2.524], [-1.558, 0.213, 1.730], [-0.884, -3.027, -1.973], [-2.621, -1.131, -2.726], [1.571, -1.892, -1.756], [1.322, 0.758, -2.413], [-1.295, 1.198, -3.015], [-2.538, 0.279, 1.250], [-1.998, 2.345, 2.618], [0.339, 1.171, 1.434], [-1.228, -0.654, 2.266], [-0.492, 1.682, 3.312], [2.793, -4.514, 2.779], [2.348, -3.148, 3.216], [1.023, -2.963, 3.584], [0.561, -1.707, 3.968], [1.429, -0.616, 3.921], [2.755, -0.787, 3.484], [3.548, 0.362, 3.395], [4.430, 0.715, 2.385], [5.507, 1.574, 2.685], [6.486, 1.803, 1.726], [6.432, 1.121, 0.502], [5.338, 0.290, 0.193], [4.272, 0.187, 1.090], [2.898, -0.431, 0.678], [2.927, -1.593, 0.299], [1.924, 0.371, 0.779], [3.259, -2.083, 3.241], [4.713, -2.318, 2.984], [3.173, -4.497, 1.744], [3.584, -4.926, 3.428], [1.936, -5.200, 2.819], [0.360, -3.822, 3.591], [-0.459, -1.573, 4.317], [1.107, 0.401, 4.194], [3.453, 1.044, 4.144], [5.562, 2.046, 3.671], [7.286, 2.520, 1.914], [7.218, 1.277, -0.244], [5.301, -0.242, -0.761], [4.892, -2.340, 1.897], [5.345, -1.538, 3.434], [5.020, -3.286, 3.398]]
}